*one*
Density functional theory data (wB97M-V/def2-TZVPD) for the ion C6H8N with charge +1.

Positions of all 15 atoms, in Å:
C (-0.332, -2.047, -1.013)
C (-1.457, -1.305, -0.760)
C (1.300, 0.827, 0.980)
C (0.932, -1.291, -0.674)
C (-0.266, 0.453, 0.927)
C (-1.163, 1.429, 0.236)
N (0.843, -0.156, -0.036)
H (-0.298, -2.901, -1.585)
H (1.529, 1.661, 0.424)
H (2.187, 0.768, 1.622)
H (1.873, -1.634, -1.287)
H (-0.857, -0.390, 1.362)
H (-2.244, 1.589, 0.603)
H (-1.309, 0.652, -0.574)
H (-0.738, 2.344, -0.226)

Values from the calculation:
**Total charge**: +1
**E_LUMO**: -5.78 eV
**Frontier orbital gap**: 9.28 eV
**Molecular weight**: 94.14 g mol⁻¹

=====

*two*
Density functional theory data (wB97M-V/def2-TZVPD) for the ion C6H8N with charge +1.

Positions of all 15 atoms, in Å:
C (1.749, 1.429, -1.179)
C (0.778, 0.901, -0.469)
C (-1.499, -1.948, -0.147)
C (2.172, 0.624, -0.007)
C (-1.185, 0.348, 0.982)
C (-0.639, 0.671, -0.366)
N (-1.302, -0.714, -0.024)
H (2.236, 1.982, -1.992)
H (-1.323, -2.352, -1.156)
H (-2.050, -2.540, 0.574)
H (2.675, -0.364, 0.160)
H (2.378, 1.266, 0.901)
H (-0.735, -0.163, 1.880)
H (-2.123, 0.723, 1.447)
H (-1.415, 1.166, -1.003)

Values from the calculation:
**Total charge**: +1
**E_LUMO**: -4.80 eV
**Frontier orbital gap**: 8.54 eV
**SMILES**: C=[N+]1C[C@H]1C1=CC1
**Molecular weight**: 94.14 g mol⁻¹

=====

Tell me which of them is the least stable. Sure, it is *one*.

=====

*one*
Density functional theory data (wB97M-V/def2-TZVPD) for a structure of composition C39H40N6O5PS3Y.

Positions of all 95 atoms, in Å:
Y (-0.358, 0.346, -0.428)
S (0.647, 3.011, -7.890)
N (0.934, 3.704, -6.449)
C (0.472, 2.881, -5.527)
C (0.555, 3.077, -4.090)
C (1.181, 4.147, -3.536)
C (1.217, 4.297, -2.124)
C (0.636, 3.307, -1.379)
N (0.044, 2.201, -1.858)
C (-0.086, 2.071, -3.249)
C (-0.759, 1.005, -3.783)
N (-1.451, 0.072, -2.919)
C (-1.843, -1.150, -3.465)
C (-1.677, -1.475, -4.754)
C (-1.138, -0.503, -5.675)
C (-0.721, 0.689, -5.202)
C (-0.154, 1.717, -6.071)
N (-0.149, 1.689, -7.389)
H (1.644, 4.876, -4.190)
H (1.669, 5.154, -1.647)
H (0.636, 3.389, -0.295)
H (-2.306, -1.831, -2.764)
H (-1.983, -2.454, -5.094)
H (-1.078, -0.708, -6.735)
C (1.548, -1.412, -2.733)
O (1.578, -0.337, -1.785)
C (2.881, -0.175, -1.237)
C (2.937, 1.120, -0.471)
O (1.888, 1.107, 0.498)
C (2.131, 2.002, 1.579)
H (2.253, -1.193, -3.537)
H (0.541, -1.481, -3.130)
H (1.813, -2.351, -2.240)
H (3.616, -0.152, -2.047)
H (3.109, -1.017, -0.574)
H (2.812, 1.983, -1.132)
H (3.901, 1.185, 0.042)
H (3.059, 1.723, 2.084)
H (1.299, 1.915, 2.274)
H (2.204, 3.031, 1.219)
O (-1.977, -1.078, 0.935)
S (-1.670, -2.319, 0.193)
O (-2.800, -2.986, -0.380)
O (-0.597, -1.964, -0.770)
C (-0.911, -3.483, 1.311)
C (-1.384, -4.788, 1.239)
C (-0.797, -5.785, 1.999)
C (0.272, -5.475, 2.827)
C (0.731, -4.172, 2.902)
C (0.148, -3.146, 2.157)
P (0.718, -1.406, 2.367)
C (2.525, -1.620, 2.551)
C (3.222, -2.465, 1.685)
C (4.608, -2.501, 1.694)
C (5.322, -1.690, 2.566)
C (4.640, -0.848, 3.432)
C (3.252, -0.812, 3.424)
C (0.135, -1.060, 4.068)
C (-0.972, -0.225, 4.194)
C (-1.503, 0.055, 5.447)
C (-0.924, -0.490, 6.582)
C (0.188, -1.316, 6.465)
C (0.714, -1.601, 5.217)
H (-2.208, -5.008, 0.577)
H (-1.169, -6.798, 1.935)
H (0.748, -6.246, 3.419)
H (1.571, -3.946, 3.546)
H (2.672, -3.104, 1.004)
H (5.132, -3.167, 1.019)
H (6.404, -1.720, 2.575)
H (5.189, -0.220, 4.122)
H (2.728, -0.154, 4.108)
H (-1.416, 0.206, 3.305)
H (-2.365, 0.704, 5.531)
H (-1.332, -0.270, 7.560)
H (0.646, -1.736, 7.352)
H (1.589, -2.235, 5.138)
C (-2.298, 0.613, -1.823)
H (-3.146, -0.073, -1.721)
H (-2.690, 1.585, -2.141)
C (-2.859, 4.151, -0.677)
N (-3.473, 3.014, -0.034)
C (-4.798, 2.549, -0.435)
C (-4.916, 1.183, 0.262)
N (-3.722, 1.154, 1.103)
C (-2.881, 2.153, 0.787)
S (-1.310, 2.297, 1.436)
H (-2.812, 3.983, -1.756)
H (-1.848, 4.271, -0.301)
H (-3.432, 5.058, -0.476)
H (-4.849, 2.470, -1.521)
H (-5.560, 3.257, -0.102)
H (-4.904, 0.360, -0.452)
H (-5.815, 1.109, 0.871)
H (-3.314, 0.271, 1.387)

Values from the calculation:
**E_LUMO**: 0.25 eV
**Frontier orbital gap**: 4.99 eV
**Molecular weight**: 888.87 g mol⁻¹

=====

*two*
Density functional theory data (wB97M-V/def2-TZVPD) for a structure of composition C39H40N6O5PS3Y.

Positions of all 95 atoms, in Å:
Y (-0.318, 0.463, 0.162)
S (4.770, 6.342, 0.764)
N (3.795, 5.710, 1.910)
C (3.019, 4.828, 1.309)
C (1.989, 4.040, 1.931)
C (1.657, 4.200, 3.245)
C (0.624, 3.424, 3.790)
C (-0.007, 2.472, 3.013)
N (0.299, 2.235, 1.714)
C (1.274, 3.075, 1.115)
C (1.503, 2.986, -0.242)
N (0.750, 2.053, -1.012)
C (0.888, 2.131, -2.365)
C (1.750, 2.944, -3.029)
C (2.601, 3.802, -2.271)
C (2.473, 3.829, -0.915)
C (3.268, 4.717, -0.096)
N (4.224, 5.510, -0.529)
H (2.192, 4.929, 3.840)
H (0.324, 3.545, 4.822)
H (-0.892, 1.587, 4.741)
H (0.255, 1.467, -2.940)
H (1.792, 2.927, -4.110)
H (3.329, 4.445, -2.749)
C (1.818, -0.867, -3.043)
O (0.506, -0.848, -2.510)
C (-0.481, -0.993, -3.506)
C (-1.825, -0.796, -2.837)
O (-1.850, 0.437, -2.131)
C (-2.393, 1.519, -2.869)
H (2.041, -1.837, -3.498)
H (2.497, -0.675, -2.214)
H (1.952, -0.079, -3.789)
H (-0.433, -1.990, -3.963)
H (-0.323, -0.247, -4.297)
H (-1.969, -1.571, -2.091)
H (-2.634, -0.845, -3.570)
H (-3.476, 1.400, -2.979)
H (-1.939, 1.599, -3.860)
H (-2.179, 2.425, -2.306)
O (-1.986, -1.102, 0.044)
S (-1.965, -1.477, 1.486)
O (-1.683, -3.149, 1.351)
O (-0.682, -0.940, 2.038)
C (-0.579, -3.752, 1.888)
C (-0.812, -4.797, 2.782)
C (0.240, -5.533, 3.288)
C (1.540, -5.224, 2.913)
C (1.772, -4.176, 2.043)
C (0.725, -3.412, 1.522)
P (1.102, -2.137, 0.229)
C (1.282, -3.397, -1.101)
C (2.435, -4.013, -1.569)
C (2.358, -5.006, -2.539)
C (1.132, -5.409, -3.042)
C (-0.029, -4.814, -2.565)
C (0.048, -3.817, -1.608)
C (2.751, -1.592, 0.826)
C (3.923, -1.511, 0.081)
C (5.083, -0.999, 0.650)
C (5.080, -0.537, 1.955)
C (3.902, -0.563, 2.690)
C (2.748, -1.083, 2.131)
H (-1.837, -5.019, 3.046)
H (0.045, -6.352, 3.969)
H (2.372, -5.803, 3.292)
H (2.788, -3.948, 1.748)
H (3.406, -3.755, -1.171)
H (3.268, -5.475, -2.893)
H (1.080, -6.193, -3.785)
H (-0.995, -5.134, -2.936)
H (-0.859, -3.363, -1.223)
H (3.949, -1.818, -0.955)
H (5.991, -0.957, 0.062)
H (5.987, -0.140, 2.392)
H (3.884, -0.174, 3.699)
H (1.830, -1.095, 2.707)
C (-1.120, 1.714, 3.683)
H (-1.272, 0.742, 3.238)
H (-2.050, 2.279, 3.602)
C (-6.214, 0.518, 1.262)
N (-5.772, 1.711, 0.586)
C (-6.690, 2.529, -0.193)
C (-5.794, 3.672, -0.684)
N (-4.461, 3.119, -0.473)
C (-4.490, 2.068, 0.388)
S (-3.161, 1.372, 1.104)
H (-6.896, 0.771, 2.076)
H (-5.343, 0.011, 1.669)
H (-6.728, -0.150, 0.565)
H (-7.515, 2.877, 0.429)
H (-7.107, 1.949, -1.023)
H (-5.945, 4.581, -0.097)
H (-5.960, 3.902, -1.735)
H (-3.646, 3.709, -0.478)

Values from the calculation:
**E_LUMO**: 0.16 eV
**Frontier orbital gap**: 4.11 eV
**Molecular weight**: 888.87 g mol⁻¹

=====

Tell me which of them is the least stable. Sure, it is *two*.

=====

*one*
Density functional theory data (wB97M-V/def2-TZVPD) for the molecule C3H3ClO.

Positions of all 8 atoms, in Å:
C (-0.281, 0.682, -0.127)
C (0.928, 1.520, -0.596)
C (-0.193, -0.870, 0.081)
O (0.702, 1.419, 0.633)
Cl (1.511, -1.313, 0.126)
H (-1.338, 1.166, -0.333)
H (-0.742, -1.277, -0.796)
H (-0.587, -1.327, 1.012)

Values from the calculation:
**E_LUMO**: 0.69 eV
**Frontier orbital gap**: 10.36 eV
**Molecular weight**: 90.51 g mol⁻¹

=====

*two*
Density functional theory data (wB97M-V/def2-TZVPD) for a cluster of 2 separate species, C3H3ClO in total.

Positions of all 8 atoms, in Å:
C (-1.120, -0.687, -0.010)
C (-2.108, 0.128, 0.041)
C (0.258, -1.111, 0.093)
O (-0.816, -2.019, -0.119)
Cl (-3.743, 0.109, -0.146)
H (-1.591, 2.596, -0.511)
H (0.924, -0.960, -0.747)
H (0.720, -1.181, 1.071)

Values from the calculation:
**E_LUMO (alpha / beta)**: -0.29 / -0.86 eV
**Frontier orbital gap (alpha / beta)**: 8.94 / 8.37 eV
**Molecular weight**: 90.51 g mol⁻¹

=====

*three*
Density functional theory data (wB97M-V/def2-TZVPD) for the molecule C3H3ClO.

Positions of all 8 atoms, in Å:
C (-1.059, 0.319, -0.122)
C (-2.210, -0.012, -0.032)
C (1.390, 0.036, 0.075)
O (0.309, 0.968, 0.238)
Cl (-3.683, -0.677, -0.154)
H (1.151, -1.042, 0.326)
H (2.370, 0.438, 0.559)
H (1.733, -0.030, -0.891)

Values from the calculation:
**E_LUMO**: 0.65 eV
**Frontier orbital gap**: 10.33 eV
**SMILES**: COC#CCl
**Molecular weight**: 90.51 g mol⁻¹

=====

Tell me which of them is the least stable. Sure, it is *two*.

=====

*one*
Density functional theory data (wB97M-V/def2-TZVPD) for a cluster of 4 separate species, C3H12O4 in total.

Positions of all 19 atoms, in Å:
C (0.116, 2.586, 2.538)
O (0.452, 2.032, 3.900)
C (1.372, 3.089, 1.768)
C (1.825, 2.536, 0.565)
H (-0.719, 3.307, 2.672)
H (-0.221, 1.744, 1.992)
H (1.023, 1.320, 3.709)
H (1.509, 4.195, 1.721)
H (2.253, 3.273, -0.163)
H (1.564, 1.535, 0.252)
H (-0.390, -2.618, -2.099)
H (-0.865, -1.328, -1.753)
O (-0.113, -1.767, -2.293)
H (1.012, -4.546, -5.105)
H (-0.039, -4.479, -4.124)
O (0.933, -4.545, -4.141)
H (-3.912, -2.439, 0.226)
H (-2.476, -2.130, 0.291)
O (-3.321, -1.765, 0.047)

Values from the calculation:
**E_LUMO**: 0.23 eV
**Frontier orbital gap**: 10.09 eV
**SMILES**: C=CCO.O.O.O
**Molecular weight**: 112.12 g mol⁻¹

=====

*two*
Density functional theory data (wB97M-V/def2-TZVPD) for a cluster of 4 separate species, C3H12O4 in total.

Positions of all 19 atoms, in Å:
C (2.856, 1.620, 0.736)
C (1.802, 0.514, 0.558)
C (1.068, 0.300, -0.538)
O (0.485, -0.856, -0.995)
H (3.374, 1.322, 1.635)
H (3.512, 1.556, -0.122)
H (2.386, 2.591, 0.861)
H (1.588, -0.123, 1.418)
H (0.883, 1.119, -1.235)
H (-0.418, -0.591, -1.280)
H (-2.209, 0.558, -1.082)
H (-2.087, 0.435, -2.584)
O (-1.577, 0.672, -1.818)
H (-0.883, -2.965, 1.207)
H (-0.162, -1.720, 0.727)
O (-0.929, -2.001, 1.258)
H (-2.537, -1.054, 0.733)
H (-4.023, -0.690, 0.433)
O (-3.129, -0.686, 0.089)

Values from the calculation:
**E_LUMO**: 0.63 eV
**Frontier orbital gap**: 9.02 eV
**SMILES**: C/C=C/O.O.O.O
**Molecular weight**: 112.12 g mol⁻¹

=====

*three*
Density functional theory data (wB97M-V/def2-TZVPD) for a cluster of 4 separate species, C3H12O4 in total.

Positions of all 19 atoms, in Å:
C (-0.421, -0.315, -1.137)
O (0.572, -1.247, -0.735)
C (0.248, 0.718, -2.002)
C (-0.298, 1.878, -2.309)
H (-0.776, 0.154, -0.221)
H (-1.298, -0.771, -1.603)
H (0.158, -2.104, -0.588)
H (1.318, 0.547, -2.061)
H (0.234, 2.807, -2.446)
H (-1.320, 2.072, -1.994)
H (1.950, 0.800, 0.020)
H (2.289, 0.508, 1.478)
O (2.578, 1.023, 0.716)
H (-0.454, 0.131, 3.683)
H (-0.077, 0.971, 2.414)
O (-0.696, 0.319, 2.773)
H (-2.470, -1.620, 0.624)
H (-1.721, -1.340, 1.915)
O (-1.843, -2.018, 1.236)

Values from the calculation:
**E_LUMO**: 0.36 eV
**Frontier orbital gap**: 10.18 eV
**SMILES**: C=CCO.O.O.O
**Molecular weight**: 112.12 g mol⁻¹

=====

*four*
Density functional theory data (wB97M-V/def2-TZVPD) for a cluster of 4 separate species, C3H12O4 in total.

Positions of all 19 atoms, in Å:
C (-0.800, 0.523, -0.574)
O (-0.715, 1.193, 0.704)
C (-1.882, -0.496, -0.616)
C (-2.241, -1.185, -1.693)
H (0.196, 0.096, -0.737)
H (-1.029, 1.280, -1.314)
H (0.173, 1.567, 0.715)
H (-2.158, -0.918, 0.354)
H (-3.152, -1.760, -1.676)
H (-1.654, -1.147, -2.611)
H (-0.602, -0.800, 2.413)
H (-0.338, -1.308, 3.875)
O (-0.562, -1.579, 2.977)
H (3.697, -0.051, 0.772)
H (2.337, -0.713, 1.037)
O (2.799, -0.136, 0.420)
H (1.767, 1.918, -2.100)
H (2.228, 1.350, -0.757)
O (1.936, 2.167, -1.187)

Values from the calculation:
**E_LUMO**: 0.33 eV
**Frontier orbital gap**: 9.76 eV
**SMILES**: C=CCO.O.O.O
**Molecular weight**: 112.12 g mol⁻¹

=====

Tell me which of them is the least stable. Sure, it is *one*.